[1]
Computed, not measured: 2 unconnected molecules or ions with the total composition C5H8Cl3O, with wB97M-V/def2-TZVPD.

Calculated values
F_max ... 4.76 eV/Å
Total energy ... -44916.440 eV
Molecular weight ... 190.477 g mol⁻¹
Gap between HOMO and LUMO (alpha / beta) ... 6.997 / 7.823 eV
Charge ... +1
HOMO energy (alpha / beta) ... -0.4999 / -0.5452 hartree
Relative energy (zero: lowest compared OMol25 entry of this formula, charge and spin) ... 3.356 eV

Each line ends with the Mulliken charge.
Positions of all 17 atoms, in Å:
H1 -2.4867 -0.9023 0.0725  0.372
C1 0.1879 1.1892 -0.6254  -0.546
Cl1 1.4869 -1.3457 -1.5191  -0.003
H2 -0.2037 -1.0072 1.9124  0.412
H3 0.0661 2.3833 -0.5717  0.265
C2 1.5435 -0.6249 0.0587  0.510
O1 1.2074 0.6464 0.1818  -0.224
H4 0.1563 0.9311 -1.7159  0.432
C3 -0.5639 -1.3368 0.9486  -0.643
H5 -1.1607 -1.2122 -1.0631  0.280
Cl2 2.8296 -0.9351 1.0652  0.016
H6 -0.5181 -2.4285 0.8098  0.341
H7 -1.8564 1.2767 -0.7642  0.344
Cl3 3.1614 1.8565 0.3122  -0.035
C4 -1.1540 0.8478 -0.0435  -0.497
H8 -1.3119 1.2796 0.9993  0.307
C5 -1.3836 -0.6180 -0.0576  -0.331

[2]
Computed, not measured: a single C5H9Cl2N molecule, with wB97M-V/def2-TZVPD.

Calculated values
F_max ... 4.47 eV/Å
Total energy ... -31862.855 eV
Molecular weight ... 154.040 g mol⁻¹
Gap between HOMO and LUMO ... 10.151 eV
HOMO energy ... -0.3377 hartree
Relative energy (zero: lowest compared OMol25 entry of this formula, charge and spin) ... 2.688 eV
Structure (SMILES) ... ClC(Cl)CN1CCC1

Each line ends with the Mulliken charge.
Positions of all 17 atoms, in Å:
H1 1.2510 1.6268 0.8762  0.280
H2 -1.2738 1.2447 -0.9033  0.339
C1 1.4560 0.5782 0.6947  -0.495
H3 -0.9843 0.4371 1.6602  0.254
C2 -1.4434 -0.5287 -2.0474  0.099
N1 0.3837 -0.2637 0.0801  -0.135
H4 1.9306 -1.0390 2.0745  0.274
C3 -0.5914 0.3317 -1.0933  -0.856
Cl1 -0.3852 -1.7291 -2.8540  -0.174
H5 -0.5365 -1.4048 1.5652  0.373
Cl2 -2.3770 0.4858 -3.1836  -0.169
H6 -2.2120 -1.2746 -1.6833  0.288
H7 2.4446 0.4488 0.1847  0.304
C4 1.2621 -0.0801 2.0526  -0.582
H8 1.1545 0.6877 2.7306  0.354
C5 -0.2135 -0.4255 1.5121  -0.588
H9 0.1347 0.9048 -1.6659  0.433